Record 1
224
Properties=species:S:1:pos:R:3 method="wB97M-V/def2-TZVPD" orbital_gap_ev=9.57 total_energy_ev=-102965.082 homo_energy_ha=-0.6613 charge=+5
N -8.215 -9.145 0.375
O -8.618 -8.143 0.995
O -7.627 -9.000 -0.704
O -8.428 -10.250 0.877
C -13.115 -5.085 4.346
C -12.930 -6.585 4.041
C -11.502 -7.117 3.913
C -10.852 -7.124 5.338
P -9.268 -7.833 5.384
C -8.118 -6.659 4.615
C -8.325 -5.146 4.951
C -7.051 -4.429 4.560
C -7.327 -2.989 4.504
C -9.152 -9.418 4.600
C -7.988 -10.404 4.963
C -7.994 -11.526 3.952
C -6.895 -12.562 4.188
C -8.766 -7.919 7.124
C -9.574 -8.798 8.023
C -8.968 -8.823 9.448
C -9.749 -9.603 10.434
H -14.174 -4.825 4.343
H -12.649 -4.434 3.606
H -12.840 -4.751 5.347
H -13.382 -6.727 3.059
H -13.433 -7.204 4.783
H -10.889 -6.481 3.274
H -11.537 -8.126 3.502
H -11.307 -7.874 5.985
H -10.834 -6.180 5.882
H -8.207 -6.847 3.545
H -7.108 -6.963 4.887
H -8.605 -4.930 5.982
H -9.221 -4.878 4.392
H -6.867 -4.612 3.501
H -6.249 -4.743 5.228
H -7.506 -2.631 5.518
H -8.241 -2.670 4.003
H -6.538 -2.371 4.076
H -9.286 -9.149 3.552
H -10.005 -10.053 4.841
H -8.112 -10.778 5.979
H -7.037 -9.886 4.839
H -7.732 -11.053 3.006
H -8.969 -12.010 3.891
H -5.904 -12.149 4.377
H -6.829 -13.337 3.425
H -7.195 -12.996 5.142
H -8.908 -6.898 7.479
H -7.728 -8.147 6.882
H -9.472 -9.813 7.639
H -10.629 -8.525 7.989
H -8.989 -7.805 9.837
H -7.897 -9.027 9.434
H -9.525 -10.667 10.349
H -10.810 -9.458 10.232
H -9.544 -9.242 11.441
C 1.778 -7.692 3.714
C 0.269 -7.343 3.613
C -0.538 -8.570 4.044
C -0.443 -9.809 3.163
P -1.691 -10.997 3.515
C -3.408 -10.258 3.283
C -3.722 -9.584 1.918
C -5.094 -8.835 1.853
C -5.241 -7.745 2.965
C -1.509 -12.361 2.317
C -0.104 -12.960 1.978
C 0.433 -13.968 2.904
C 1.641 -14.600 2.361
C -1.490 -11.766 5.223
C -2.509 -12.936 5.372
C -2.438 -13.512 6.830
C -3.819 -14.151 7.201
H 2.158 -8.281 2.879
H 1.974 -8.235 4.639
H 2.410 -6.804 3.727
H 0.139 -7.065 2.567
H -0.064 -6.525 4.251
H -1.551 -8.172 3.996
H -0.207 -8.836 5.048
H 0.518 -10.310 3.280
H -0.565 -9.511 2.121
H -3.470 -9.493 4.056
H -4.083 -11.081 3.519
H -3.617 -10.376 1.176
H -2.894 -8.956 1.589
H -5.914 -9.549 1.924
H -5.306 -8.375 0.888
H -4.289 -7.234 3.107
H -5.415 -8.133 3.968
H -6.071 -7.059 2.797
H -1.755 -11.831 1.396
H -2.273 -13.133 2.400
H 0.656 -12.179 1.961
H -0.122 -13.355 0.962
H -0.345 -14.667 3.210
H 0.639 -13.365 3.788
H 2.369 -13.818 2.148
H 1.586 -15.016 1.355
H 2.051 -15.355 3.032
H -1.747 -10.983 5.937
H -0.424 -11.973 5.319
H -2.380 -13.693 4.599
H -3.490 -12.480 5.237
H -2.236 -12.696 7.523
H -1.645 -14.247 6.971
H -4.558 -13.351 7.249
H -3.683 -14.682 8.143
H -4.060 -14.936 6.485
C -12.080 -11.094 0.449
C -12.489 -11.098 1.928
C -13.313 -12.286 2.398
C -14.614 -12.578 1.545
N -15.721 -13.493 2.170
C -16.449 -12.726 3.268
C -16.384 -13.495 4.573
C -15.326 -14.546 4.385
C -15.216 -14.779 2.877
C -16.747 -13.788 1.021
H -11.682 -12.077 0.196
H -11.309 -10.380 0.159
H -13.001 -11.023 -0.129
H -13.027 -10.166 2.103
H -11.530 -11.107 2.447
H -13.686 -12.091 3.403
H -12.677 -13.159 2.252
H -14.344 -13.014 0.583
H -15.184 -11.682 1.299
H -17.479 -12.578 2.944
H -15.975 -11.756 3.412
H -17.338 -13.913 4.892
H -16.120 -12.924 5.463
H -15.526 -15.547 4.767
H -14.344 -14.144 4.636
H -15.855 -15.634 2.654
H -14.212 -14.939 2.484
H -17.623 -14.313 1.401
H -16.214 -14.276 0.205
H -17.119 -12.880 0.547
C -1.935 -6.826 -0.699
C -3.195 -7.155 -1.548
C -4.386 -6.196 -1.144
C -5.547 -6.431 -2.060
N -6.715 -5.475 -1.784
C -7.975 -5.965 -2.597
C -8.575 -4.741 -3.324
C -7.350 -3.841 -3.549
C -6.520 -4.029 -2.239
C -7.059 -5.504 -0.282
H -1.803 -5.747 -0.623
H -1.064 -7.222 -1.219
H -2.006 -7.216 0.317
H -3.430 -8.217 -1.476
H -2.895 -6.957 -2.577
H -4.014 -5.174 -1.079
H -4.600 -6.338 -0.085
H -5.944 -7.446 -2.028
H -5.312 -6.187 -3.096
H -8.763 -6.514 -2.080
H -7.588 -6.679 -3.325
H -9.272 -4.234 -2.657
H -9.033 -5.084 -4.252
H -7.735 -2.829 -3.676
H -6.700 -4.079 -4.391
H -6.916 -3.358 -1.477
H -5.442 -3.876 -2.282
H -6.324 -4.936 0.287
H -7.101 -6.530 0.084
H -8.000 -4.964 -0.176
C -11.226 -7.317 -0.846
C -12.761 -7.146 -0.606
C -13.036 -5.583 -0.458
N -14.552 -5.185 -0.408
C -15.210 -5.606 0.934
C -15.206 -5.712 -1.748
C -15.345 -4.406 -2.637
C -14.711 -3.313 -1.916
C -14.776 -3.668 -0.513
H -10.592 -6.690 -0.220
H -11.010 -7.012 -1.870
H -10.826 -8.325 -0.732
H -13.033 -7.737 0.268
H -13.153 -7.492 -1.562
H -12.748 -4.999 -1.332
H -12.429 -5.182 0.354
H -15.314 -6.676 0.753
H -16.206 -5.165 0.887
H -14.594 -5.373 1.802
H -16.228 -5.956 -1.458
H -14.768 -6.627 -2.148
H -16.354 -4.141 -2.951
H -14.848 -4.575 -3.592
H -15.356 -2.472 -2.168
H -13.678 -3.082 -2.178
H -15.808 -3.509 -0.201
H -14.124 -3.157 0.195
C -9.193 -15.262 1.116
C -8.526 -14.060 0.475
C -7.442 -14.404 -0.533
N -6.651 -13.173 -1.100
C -7.601 -12.183 -1.895
C -5.619 -13.688 -2.069
C -4.578 -12.545 -2.215
C -4.473 -12.076 -0.809
C -5.727 -12.564 -0.051
H -9.936 -14.891 1.822
H -8.508 -15.931 1.637
H -9.634 -15.834 0.299
H -8.123 -13.457 1.289
H -9.314 -13.543 -0.072
H -7.848 -14.854 -1.439
H -6.672 -15.062 -0.130
H -8.421 -11.975 -1.208
H -8.048 -12.769 -2.699
H -7.105 -11.266 -2.213
H -6.086 -13.963 -3.015
H -5.114 -14.568 -1.671
H -5.027 -11.886 -2.959
H -3.633 -12.908 -2.618
H -4.410 -10.988 -0.789
H -3.565 -12.457 -0.341
H -6.249 -11.729 0.415
H -5.423 -13.179 0.796

Record 2
22
Properties=species:S:1:pos:R:3 method="wB97M-V/def2-TZVPD" e_above_lowest_ev=4.859 orbital_gap_ev="6.96 / 7.65" total_energy_ev=-23288.352 homo_energy_ha="-0.4718 / -0.4880" charge=+1
C -1.153 2.199 -0.839
C -0.807 1.809 0.484
C 0.324 0.362 -1.934
C 0.995 -1.164 1.115
C 0.124 -0.058 1.687
C 1.410 -0.968 -0.380
C -0.700 -1.775 -1.295
N -0.717 0.530 0.773
N 0.308 -0.787 -1.374
O -0.407 2.786 1.313
S -0.963 1.462 -2.328
H -1.768 3.071 -0.885
H 1.875 -1.184 1.765
H 0.560 -2.221 1.380
H -0.283 -0.519 2.610
H 0.801 0.710 2.201
H 1.910 0.004 -0.460
H 1.969 -1.873 -0.719
H -1.442 -1.534 -2.173
H -0.232 -2.690 -1.636
H -1.212 -1.894 -0.372
H -0.591 3.734 1.070

Record 3
15
Properties=species:S:1:pos:R:3 method="wB97M-V/def2-TZVPD" e_above_lowest_ev=9.223 orbital_gap_ev=8.20 total_energy_ev=-20673.513 homo_energy_ha=-0.3417 charge=0
C -3.278 -2.028 -0.636
C -2.456 -0.844 -1.329
C 0.681 0.716 -0.524
C 1.281 0.595 0.640
H -2.930 -1.828 0.808
H -4.656 -1.606 -0.956
H -2.839 -3.258 -1.078
H -2.913 0.080 -1.289
H -2.522 -1.216 -2.489
H 1.241 1.314 -1.188
H 0.939 -0.463 2.133
N -0.209 0.156 -1.201
O -1.028 -0.863 -0.683
O 0.599 -0.374 1.294
S 2.576 1.572 1.167

Record 4
23
Properties=species:S:1:pos:R:3 method="wB97M-V/def2-TZVPD" smiles="CO/P=[N+]1/C=CN(C)[C@H]1OC" e_above_lowest_ev=2.615 orbital_gap_ev="6.60 / 6.60" total_energy_ev=-22771.568 homo_energy_ha="-0.4329 / -0.4329" charge=+1
C -3.713 -0.803 -0.111
O -2.486 -0.096 -0.141
P -2.307 1.475 0.041
N -0.696 1.592 -0.161
C -0.033 2.830 -0.304
C 1.284 2.565 -0.176
N 1.574 1.222 -0.225
C 2.832 0.544 -0.483
C 0.316 0.564 -0.076
O 0.192 0.004 1.246
C 0.143 -1.436 1.318
H -3.406 -1.630 -0.741
H -4.389 -0.103 -0.527
H -3.920 -0.961 0.935
H -0.501 3.805 -0.043
H 1.968 3.309 -0.435
H 3.256 0.198 0.413
H 2.554 -0.294 -1.127
H 3.500 1.412 -0.897
H 0.167 -0.297 -0.873
H 1.176 -1.868 0.981
H -0.586 -1.953 0.577
H -0.085 -1.743 2.284

Record 5
15
Properties=species:S:1:pos:R:3 method="wB97M-V/def2-TZVPD" e_above_lowest_ev=6.846 orbital_gap_ev="7.49 / 7.49" total_energy_ev=-9402.986 homo_energy_ha="-0.2855 / -0.2856" charge=0
C -1.770 1.828 -0.090
O -0.924 0.818 -0.705
C -0.465 -0.486 0.193
C -1.184 -1.305 0.790
H -1.749 2.701 -0.739
H -2.781 1.435 -0.013
H -1.378 2.065 0.899
H -1.328 -2.227 1.308
C 1.973 -1.326 -0.412
C 1.132 -0.202 0.153
O 1.606 0.621 0.941
H 0.276 0.865 -0.697
H 2.852 -0.890 -0.892
H 1.419 -1.926 -1.135
H 2.320 -1.970 0.399